CH3Cl3SSi | ωB97M-V/def2-TZVPD

Calculated values
SMILES = Cl[SiH](Cl)Cl.C=S
largest force on an atom = 2.37 eV/Å
HOMO level = -9.1534 eV
relative energy (zero: lowest compared OMol25 entry of this formula, charge and spin) = 162.1 kJ/mol

The geometry in XYZ format:
```
9
CH3Cl3SSi, DFT ωB97M-V/def2-TZVPD
Cl -2.419 4.892 1.822
Si -1.607 3.042 2.462
Cl -0.420 3.433 4.070
Cl -3.132 1.927 3.154
H -1.126 2.765 1.100
C 0.566 -1.190 -0.048
S 0.635 0.348 -0.424
H -0.068 -1.957 -0.430
H 1.225 -1.795 0.559
```

Calculated atomic charges, method Löwdin, unit e: Cl 0.16; Si -0.63; Cl 0.27; Cl 0.28; H -0.07; C -0.61; S 0.63; H -0.01; H 0.00

CH3ClF2 | ωB97M-V/def2-TZVPD

Calculated values
largest force on an atom = 1.82 eV/Å
HOMO level = -10.8140 eV
relative energy (zero: lowest compared OMol25 entry of this formula, charge and spin) = 464.7 kJ/mol

The geometry in XYZ format:
```
7
CH3ClF2, DFT ωB97M-V/def2-TZVPD
C -0.524 -0.404 1.583
H -0.737 -1.255 2.258
H 0.360 -0.582 0.966
H -0.327 0.482 2.167
F 2.049 0.958 -3.194
F 1.090 0.992 -4.256
Cl -1.912 -0.191 0.476
```

Calculated atomic charges, method Löwdin, unit e: C -0.52; H 0.04; H 0.02; H 0.02; F 0.00; F 0.00; Cl 0.44

CH3ClINO | ωB97M-V/def2-TZVPD

Calculated values
largest force on an atom = 2.90 eV/Å
HOMO level (alpha / beta) = -10.4639 / -9.1997 eV
relative energy (zero: lowest compared OMol25 entry of this formula, charge and spin) = 102.9 kJ/mol

The geometry in XYZ format:
```
8
CH3ClINO, DFT ωB97M-V/def2-TZVPD
C 0.509 -0.602 -0.034
N 0.036 1.535 0.426
O 0.064 0.632 -0.541
Cl -0.160 3.160 -0.218
I -2.545 -2.191 0.020
H 1.229 -0.215 0.790
H 1.103 -0.965 -0.901
H -0.237 -1.354 0.458
```

Calculated atomic charges, method Löwdin, unit e: C -0.16; N -0.40; O -0.31; Cl 0.52; I 0.19; H 0.11; H 0.10; H -0.05

CH3ClN2O2 | ωB97M-V/def2-TZVPD

Calculated values
largest force on an atom = 2.64 eV/Å
HOMO level (alpha / beta) = -9.1163 / -9.0094 eV
relative energy (zero: lowest compared OMol25 entry of this formula, charge and spin) = 521.2 kJ/mol

The geometry in XYZ format:
```
9
CH3ClN2O2, DFT ωB97M-V/def2-TZVPD
C 1.393 -0.598 -0.007
N -1.225 0.784 -0.243
N -0.961 -0.389 0.198
O -2.345 1.295 -0.384
O -1.491 -1.451 0.472
Cl 1.984 1.000 0.220
H 1.298 -0.967 0.979
H 1.633 -0.930 -1.019
H -0.287 1.257 -0.216
```

Calculated atomic charges, method Löwdin, unit e: C -0.40; N -0.18; N -0.15; O -0.04; O 0.04; Cl 0.58; H 0.01; H 0.04; H 0.10

> Among the records above, which one has the highest relative energy (zero: lowest compared OMol25 entry of this formula, charge and spin)?

CH3ClN2O2

> Which of these has the highest largest force on an atom?

CH3ClINO